The following is a DFT calculation (ωB97M-V with the def2-TZVPD basis set) of a 2-piece molecular cluster, C10H16 overall at a distorted geometry.

Each line ends with the Löwdin charge.
Atoms and positions in Å:
1 C 0.8770 -1.1413 -0.5705  -0.09
2 C -0.3069 -0.1842 -0.8758  -0.25
3 C -1.5006 -0.5779 -0.1986  -0.27
4 C -1.9763 -0.0866 1.0920  -0.03
5 C -2.9193 -0.8325 1.7702  -0.10
6 C -3.0817 -2.2022 1.4166  -0.14
7 C -2.7451 -2.6357 0.2121  -0.09
8 C -2.1958 -1.6975 -0.7516  0.00
9 H 0.5266 -2.1496 -0.5296  0.05
10 H 1.2807 -1.0791 0.4151  0.06
11 H 1.7145 -1.0509 -1.3337  0.09
12 H 0.0182 0.8930 -0.6403  0.12
13 H -0.5628 -0.0734 -2.0172  0.15
14 H -1.7246 0.9523 1.3187  0.11
15 H -3.6086 -0.5359 2.6235  0.12
16 H -3.4822 -2.8613 2.2005  0.11
17 H -2.7122 -3.6630 -0.0430  0.09
18 H -1.9411 -2.0015 -1.6761  0.06
19 C 3.2151 2.7613 -0.9975  -0.18
20 C 2.8348 2.4467 0.3857  -0.18
21 H 3.7171 3.6497 -1.1449  0.04
22 H 3.9226 2.0187 -1.3625  0.07
23 H 2.3454 2.8183 -1.6719  0.08
24 H 3.6847 2.5045 1.0278  0.06
25 H 2.2316 3.2499 0.7988  0.07
26 H 2.3887 1.4783 0.5527  0.05

Forces on the atoms, in the same order (eV/Å):
0.404 0.325 -1.690
2.088 3.261 -2.565
-3.757 -2.060 1.557
-0.311 0.040 -1.734
-0.692 -0.504 0.977
-0.951 0.946 2.682
1.113 1.253 -3.091
0.920 0.825 5.525
-0.360 -0.859 -0.685
0.349 0.936 0.806
-1.020 -0.077 0.985
-0.432 -1.381 0.000
0.809 -0.707 1.857
0.041 -0.406 0.364
1.616 0.240 -0.926
0.023 0.191 -0.583
-0.607 -0.877 -0.365
0.791 -1.121 -3.112
-0.793 -1.920 -1.728
-0.234 0.883 1.410
1.025 2.240 0.205
-0.183 -0.299 -0.336
0.258 -0.319 0.116
0.960 -0.276 0.479
-0.692 -0.142 0.033
-0.366 -0.193 -0.181

Calculated values
Frontier orbital gap in eV: 9.4
LUMO level in eV: 0.811
SMILES: CCc1ccccc1.CC
E_tot in Ha: -390.55509
Energy above the lowest of the compared OMol25 structures with the same formula, charge and spin in kJ/mol: 212.1

---

The following is a DFT calculation (ωB97M-V with the def2-TZVPD basis set) of a 2-piece molecular cluster, C10H16 overall at a distorted geometry.

Each line ends with the Löwdin charge.
Atoms and positions in Å:
1 C -1.6406 3.0705 2.4777  -0.06
2 C -0.9605 1.7356 2.5243  -0.29
3 C -1.0068 0.8333 1.4732  -0.06
4 C -0.3338 -0.3826 1.5469  -0.09
5 C 0.4082 -0.6994 2.6749  -0.10
6 C 0.5258 0.2166 3.7142  -0.09
7 C -0.1894 1.4027 3.6389  -0.06
8 H -2.5254 3.0575 1.8373  0.08
9 H -0.9667 3.8787 2.1949  0.08
10 H -2.0487 3.3155 3.4645  0.08
11 H -1.5722 1.0135 0.5684  0.11
12 H -0.2807 -1.0703 0.7054  0.10
13 H 0.9150 -1.6454 2.7519  0.09
14 H 1.2125 0.0633 4.5350  0.10
15 H -0.1951 2.0762 4.4870  0.11
16 C -0.1196 -0.5897 -3.5462  -0.13
17 C 0.7170 -1.7046 -2.9230  -0.32
18 C 1.7100 -2.3183 -3.9468  -0.12
19 H -0.6388 -0.9448 -4.4246  0.07
20 H 0.5210 0.2779 -3.6928  0.07
21 H -0.8348 -0.2060 -2.8035  0.06
22 H 1.3327 -1.3815 -2.0798  0.09
23 H 0.0684 -2.4912 -2.5331  0.09
24 H 1.6102 -3.4048 -3.9896  0.06
25 H 1.5229 -1.9310 -4.9495  0.06
26 H 2.7694 -2.1716 -3.7056  0.06

Forces on the atoms, in the same order (eV/Å):
-0.801 -0.021 0.429
0.254 -0.055 0.132
0.055 -0.549 -0.348
0.410 -0.089 0.179
0.226 0.191 0.174
-0.263 0.271 -0.378
-0.105 -0.011 0.120
0.285 0.056 -0.295
-0.022 -0.047 -0.158
0.250 0.036 0.009
-0.081 0.370 0.028
-0.414 0.141 0.093
0.204 -0.186 -0.140
-0.206 -0.265 0.170
0.213 0.153 -0.037
0.310 0.358 1.737
0.695 -0.537 -0.371
-0.059 -0.413 0.089
-0.032 0.210 -0.318
0.048 -0.017 -0.771
-0.187 -0.323 -0.279
-0.399 0.371 0.086
-0.051 0.012 -0.057
-0.160 0.005 -0.109
0.092 -0.022 -0.006
-0.261 0.360 0.020

Calculated values
Frontier orbital gap in eV: 10.0
LUMO level in eV: 0.975
SMILES: Cc1ccccc1.CCC
E_tot in Ha: -390.61886
Energy above the lowest of the compared OMol25 structures with the same formula, charge and spin in kJ/mol: 44.7

---

Number 1: highest occupied orbital energy -8.628 eV. Number 2: highest occupied orbital energy -9.051 eV.